{
  "formula": "C16H22N2O5S",
  "method": "ωB97M-V/def2-TZVPD",
  "elements": ["C", "C", "H", "H", "O", "C", "O", "C", "C", "N", "C", "C", "S", "O", "O", "N", "C", "H", "H", "H", "C", "C", "C", "C", "C", "O", "H", "H", "H", "H", "H", "C", "H", "H", "H", "C", "H", "H", "H", "C", "H", "H", "H", "H", "H", "H"],
  "xyz": [[-4.504, -0.474, 0.575], [-3.563, -1.662, 0.475], [-3.852, -2.329, -0.343], [-3.540, -2.243, 1.405], [-2.246, -1.175, 0.215], [-1.436, -1.955, -0.494], [-1.698, -3.098, -0.796], [-0.162, -1.296, -0.817], [1.063, -1.938, -0.822], [2.022, -1.016, -1.117], [1.440, 0.200, -1.343], [0.086, 0.065, -1.151], [-1.075, 1.379, -1.427], [-0.607, 2.168, -2.534], [-2.403, 0.855, -1.512], [-1.012, 2.375, -0.083], [-0.150, 3.527, -0.126], [-0.559, 4.304, 0.522], [-0.146, 3.880, -1.154], [0.875, 3.302, 0.184], [-1.215, 1.726, 1.192], [0.015, 1.093, 1.768], [1.196, 1.610, 2.224], [2.001, 0.505, 2.597], [1.247, -0.600, 2.350], [0.051, -0.253, 1.854], [1.436, -1.645, 2.491], [2.993, 0.537, 2.999], [1.459, 2.644, 2.312], [-1.953, 0.943, 1.019], [-1.620, 2.468, 1.890], [2.231, 1.390, -1.743], [2.773, 1.808, -0.893], [2.955, 1.128, -2.513], [1.552, 2.138, -2.142], [3.435, -1.265, -1.201], [3.669, -2.212, -0.722], [3.760, -1.308, -2.244], [3.983, -0.469, -0.695], [1.369, -3.364, -0.544], [0.434, -3.897, -0.404], [1.981, -3.474, 0.352], [1.898, -3.816, -1.383], [-4.315, 0.090, 1.484], [-5.534, -0.819, 0.579], [-4.336, 0.174, -0.282]],
  "mulliken_charge": [-1.02, -0.42, 0.39, 0.27, -0.09, -0.15, -0.68, 1.18, -0.06, 0.38, -0.42, 1.19, 1.25, -0.77, -0.67, 0.25, -0.89, 0.33, 0.36, 0.20, -0.73, 0.72, -0.64, -0.67, -0.55, -0.15, 0.56, 0.48, 0.60, -0.25, 0.65, -1.92, 0.30, 0.49, 0.39, -1.15, 0.44, 0.32, 0.36, -1.92, 0.40, 0.41, 0.39, 0.26, 0.42, 0.21],
  "max_force_ev_per_a": 1.01,
  "e_homo_ev": -8.32,
  "gap_ev": 8.896,
  "spin_multiplicity": 1,
  "lumo_energy_ev": 0.57
}

=====

{
  "formula": "C16H22N4O2S",
  "method": "ωB97M-V/def2-TZVPD",
  "elements": ["C", "C", "C", "C", "C", "N", "C", "O", "N", "C", "C", "C", "C", "N", "C", "O", "C", "C", "C", "C", "C", "N", "S", "H", "H", "H", "H", "H", "H", "H", "H", "H", "H", "H", "H", "H", "H", "H", "H", "H", "H", "H", "H", "H", "H"],
  "xyz": [[-0.745, 3.426, -1.630], [-0.255, 1.999, -1.819], [1.239, 1.788, -1.462], [2.162, 2.684, -2.291], [1.442, 2.071, -0.033], [1.604, 2.285, 1.085], [1.565, 0.306, -1.750], [2.125, -0.020, -2.777], [1.139, -0.574, -0.814], [1.290, -2.009, -0.988], [1.859, -2.631, 0.253], [1.402, -3.711, 0.877], [0.238, -4.563, 0.442], [-1.048, -4.319, 1.143], [-1.607, -3.026, 0.905], [-2.493, -2.875, 0.107], [-1.197, -1.912, 1.847], [-1.664, -0.539, 1.475], [-1.212, 0.625, 2.030], [-1.910, 1.752, 1.513], [-1.687, 3.162, 1.959], [-2.817, 1.470, 0.608], [-2.889, -0.152, 0.342], [-1.828, 3.461, -1.747], [-0.512, 3.794, -0.628], [-0.303, 4.109, -2.355], [-0.859, 1.323, -1.210], [-0.374, 1.686, -2.859], [3.207, 2.460, -2.080], [1.982, 2.498, -3.347], [1.975, 3.732, -2.065], [0.630, -0.231, -0.012], [0.335, -2.456, -1.271], [1.973, -2.140, -1.829], [2.719, -2.112, 0.666], [1.908, -4.029, 1.785], [0.044, -4.456, -0.625], [0.481, -5.613, 0.601], [-0.856, -4.388, 2.140], [-1.619, -2.189, 2.822], [-0.115, -1.923, 1.981], [-0.428, 0.687, 2.773], [-0.625, 3.409, 1.940], [-2.234, 3.847, 1.314], [-2.040, 3.294, 2.983]],
  "mulliken_charge": [-1.41, -0.33, 2.41, -2.01, -0.39, -0.62, -0.06, -0.69, 0.09, -0.65, -0.07, -0.45, -1.01, -0.35, 0.40, -0.48, -0.55, 0.32, -0.66, 0.78, -1.52, -0.61, 0.07, 0.41, 0.27, 0.42, 0.01, 0.56, 0.43, 0.41, 0.47, -0.11, 0.27, 0.46, 0.37, 0.36, 0.43, 0.39, 0.33, 0.47, 0.34, 0.38, 0.32, 0.36, 0.42],
  "max_force_ev_per_a": 0.95,
  "e_homo_ev": -9.30,
  "gap_ev": 9.716,
  "spin_multiplicity": 1,
  "lumo_energy_ev": 0.42
}

=====

{
  "formula": "C16H22N6O",
  "method": "ωB97M-V/def2-TZVPD",
  "elements": ["C", "H", "H", "H", "O", "C", "N", "C", "N", "C", "N", "N", "H", "C", "C", "C", "N", "C", "C", "C", "H", "H", "H", "H", "H", "H", "N", "H", "C", "C", "C", "C", "C", "C", "H", "H", "H", "H", "H", "H", "H", "H", "H", "H", "H"],
  "xyz": [[-1.358, -1.252, 4.478], [-1.038, -1.896, 5.295], [-1.176, -0.204, 4.726], [-2.424, -1.384, 4.281], [-0.590, -1.642, 3.357], [-0.828, -0.984, 2.225], [-0.098, -1.367, 1.191], [-0.341, -0.701, 0.059], [-1.243, 0.279, -0.074], [-1.913, 0.571, 1.033], [-1.744, -0.027, 2.219], [-2.877, 1.513, 0.983], [-3.240, 1.800, 1.879], [-3.040, 2.401, -0.145], [-2.189, 3.636, -0.002], [-0.819, 3.583, -0.252], [-0.008, 4.613, -0.105], [-0.521, 5.761, 0.304], [-1.868, 5.933, 0.586], [-2.714, 4.846, 0.432], [-3.771, 4.939, 0.641], [-2.244, 6.888, 0.918], [0.182, 6.576, 0.409], [-0.364, 2.659, -0.584], [-4.097, 2.672, -0.223], [-2.736, 1.837, -1.029], [0.361, -1.017, -1.036], [0.146, -0.496, -1.871], [1.382, -2.035, -1.089], [0.962, -3.174, -2.034], [2.180, -3.901, -2.616], [3.322, -3.906, -1.606], [3.836, -2.480, -1.374], [2.718, -1.445, -1.543], [2.633, -1.144, -2.590], [2.943, -0.552, -0.958], [4.254, -2.409, -0.370], [4.638, -2.255, -2.080], [4.136, -4.541, -1.960], [2.957, -4.329, -0.669], [1.905, -4.922, -2.882], [2.517, -3.405, -3.528], [0.359, -2.761, -2.846], [0.334, -3.876, -1.484], [1.476, -2.402, -0.064]],
  "mulliken_charge": [-0.72, 0.25, 0.30, 0.30, -0.41, 0.60, -0.35, 0.31, -0.52, 0.36, -0.57, -0.13, 0.28, -1.07, 0.85, -0.30, -0.62, -0.34, -0.32, -0.63, 0.37, 0.38, 0.36, 0.54, 0.45, 0.34, -0.14, 0.35, 0.12, -0.89, -0.69, -0.66, -0.67, -0.82, 0.34, 0.32, 0.30, 0.36, 0.38, 0.32, 0.40, 0.33, 0.29, 0.31, 0.37],
  "max_force_ev_per_a": 0.62,
  "e_homo_ev": -8.78,
  "gap_ev": 9.586,
  "spin_multiplicity": 1,
  "lumo_energy_ev": 0.81
}

=====

{
  "formula": "C16H23AuNO3P2",
  "method": "ωB97M-V/def2-TZVPD",
  "elements": ["Au", "O", "C", "O", "C", "O", "N", "C", "C", "H", "H", "H", "H", "C", "C", "H", "H", "H", "C", "P", "C", "C", "C", "C", "C", "C", "C", "P", "C", "C", "H", "H", "H", "H", "H", "H", "H", "H", "H", "H", "H", "H", "H", "H", "H", "H"],
  "xyz": [[0.463, -0.949, 0.910], [1.047, 2.589, -2.575], [2.188, 2.621, -2.129], [0.556, 3.347, 0.166], [1.730, 3.634, 0.069], [2.325, 4.481, 0.949], [2.637, 3.239, -0.921], [3.502, 5.051, 0.313], [3.808, 4.170, -0.895], [4.307, 5.068, 1.083], [3.224, 6.079, -0.016], [4.778, 3.660, -0.749], [3.861, 4.822, -1.798], [3.398, 2.167, -2.838], [3.348, 1.221, -3.786], [4.348, 2.682, -2.599], [2.466, 0.573, -3.879], [4.226, 1.071, -4.428], [0.591, -3.568, -0.541], [-0.598, -2.190, -0.688], [-0.913, -1.737, -2.440], [-2.208, -2.470, 0.178], [-3.204, -3.282, -0.409], [-4.432, -3.518, 0.214], [-4.701, -2.945, 1.456], [-3.769, -2.074, 2.029], [-2.541, -1.783, 1.405], [-1.387, -0.620, 2.244], [-2.193, 0.946, 2.823], [-0.561, -1.645, 3.505], [1.547, -3.176, -0.918], [0.356, -4.490, -1.073], [0.691, -3.800, 0.520], [-1.321, -2.550, -3.056], [-1.619, -0.897, -2.459], [0.032, -1.426, -2.896], [-3.049, -3.730, -1.397], [-5.201, -4.137, -0.270], [-5.638, -3.159, 1.975], [-4.028, -1.603, 2.984], [-2.567, 0.933, 3.871], [-1.423, 1.734, 2.749], [-3.041, 1.205, 2.162], [-1.175, -2.144, 4.237], [-0.026, -2.398, 2.908], [0.166, -1.000, 4.008]],
  "mulliken_charge": [0.02, -0.51, 0.54, -0.55, 0.44, -0.35, 0.19, -0.33, -0.52, 0.28, 0.23, 0.33, 0.35, -0.05, -0.72, 0.20, 0.20, 0.27, -1.22, 0.72, -0.93, 0.17, -0.39, -0.68, -0.68, -0.45, 0.11, 0.67, -1.03, -1.22, 0.36, 0.35, 0.44, 0.41, 0.37, 0.24, 0.34, 0.38, 0.39, 0.38, 0.39, 0.33, 0.37, 0.38, 0.40, 0.35],
  "total_charge": 1,
  "max_force_ev_per_a": 2.40,
  "e_homo_ev": -10.55,
  "gap_ev": 6.954,
  "spin_multiplicity": 1,
  "lumo_energy_ev": -3.60
}

=====

{
  "formula": "C16H23BBrN3O7",
  "method": "ωB97M-V/def2-TZVPD",
  "elements": ["C", "C", "B", "O", "C", "C", "C", "C", "N", "C", "C", "O", "O", "C", "C", "C", "O", "O", "C", "N", "C", "C", "C", "O", "C", "N", "Br", "H", "H", "H", "H", "H", "H", "H", "H", "H", "H", "H", "H", "H", "H", "H", "H", "H", "H", "H", "H", "H", "H", "O", "H"],
  "xyz": [[-3.719, 0.820, 3.358], [-3.419, 0.669, 1.857], [-2.396, 1.711, 1.334], [-2.786, 2.984, 1.051], [-0.853, 1.265, 1.091], [-0.489, 0.333, 0.103], [-1.577, -0.235, -0.770], [-1.780, 0.588, -2.008], [-2.925, 0.772, -2.510], [0.853, -0.029, -0.020], [1.260, -1.091, -1.026], [1.935, -2.007, -0.682], [0.841, -0.856, -2.276], [0.868, -1.978, -3.184], [-0.367, -2.861, -3.102], [-0.326, -3.873, -1.978], [0.640, -4.491, -1.690], [-1.528, -4.053, -1.351], [1.849, 0.550, 0.797], [3.198, 0.169, 0.667], [4.116, 0.819, 1.620], [3.742, 0.400, -0.664], [3.173, 1.482, -1.562], [4.643, -0.283, -1.041], [1.417, 1.463, 1.741], [0.115, 1.778, 1.865], [-0.314, 3.000, 3.204], [-4.689, 0.362, 3.553], [-3.794, 1.858, 3.672], [-2.976, 0.262, 3.932], [-3.087, -0.356, 1.694], [-4.338, 0.794, 1.275], [-2.002, 3.516, 0.870], [-1.300, -1.258, -1.005], [-2.523, -0.304, -0.244], [-0.895, 1.029, -2.469], [-2.838, 1.364, -3.333], [1.778, -2.566, -3.120], [0.855, -1.532, -4.174], [-0.496, -3.387, -4.046], [-1.247, -2.229, -3.004], [-1.414, -3.887, -0.405], [3.994, 1.908, 1.634], [3.980, 0.449, 2.631], [5.129, 0.632, 1.287], [2.424, 1.026, -2.204], [3.995, 1.844, -2.163], [2.720, 2.278, -0.974], [2.082, 1.944, 2.433], [-1.167, -0.150, 4.570], [-0.363, -0.643, 4.767]],
  "mulliken_charge": [-1.23, -0.13, 0.85, -0.60, -0.04, -0.41, 0.04, -0.04, -0.70, 1.25, -0.11, -0.47, -0.23, -0.60, -0.41, 0.49, -0.48, -0.50, -0.29, 0.25, -1.19, 0.48, -0.93, -0.52, -0.07, 0.03, 0.09, 0.38, 0.27, 0.26, 0.24, 0.39, 0.31, -0.66, 0.08, 0.51, 0.29, 0.36, 0.46, 0.44, 0.20, 0.33, 0.46, 0.37, 0.35, 0.13, 0.42, 0.32, 0.44, -0.98, 0.10],
  "max_force_ev_per_a": 1.54,
  "e_homo_ev": -6.12,
  "gap_ev": 4.334,
  "spin_multiplicity": 1,
  "lumo_energy_ev": -1.79
}

=====

{
  "formula": "C16H23BNO",
  "method": "ωB97M-V/def2-TZVPD",
  "elements": ["C", "O", "C", "C", "C", "C", "C", "C", "C", "C", "H", "H", "H", "H", "H", "H", "H", "H", "H", "H", "H", "C", "C", "N", "B", "H", "C", "C", "C", "C", "C", "H", "H", "H", "H", "H", "H", "H", "H", "H", "H", "H"],
  "xyz": [[-5.734, -1.159, 0.448], [-4.723, -1.557, 1.395], [-4.613, -0.678, 2.493], [-3.271, -0.745, 3.216], [-3.099, 0.159, 4.291], [-1.975, 0.074, 5.103], [-1.063, -0.974, 4.894], [0.077, -1.115, 5.856], [-1.248, -1.902, 3.850], [-2.357, -1.802, 3.018], [-5.626, -1.949, -0.318], [-6.793, -1.121, 0.804], [-5.491, -0.158, 0.041], [-4.952, 0.360, 2.316], [-3.857, 0.943, 4.414], [-1.842, 0.790, 5.934], [0.674, -1.997, 5.589], [0.681, -0.190, 5.809], [-0.291, -1.220, 6.896], [-0.534, -2.713, 3.699], [-2.493, -2.450, 2.140], [-9.587, -4.169, 5.778], [-8.180, -4.642, 5.951], [-7.255, -3.908, 5.287], [-7.954, -2.815, 4.569], [-5.379, -1.056, 3.255], [-5.930, -4.176, 5.315], [-4.872, -3.369, 4.615], [-5.516, -5.264, 6.066], [-6.411, -6.059, 6.776], [-7.782, -5.726, 6.703], [-10.260, -4.804, 6.336], [-9.706, -3.138, 6.119], [-9.884, -4.182, 4.727], [-8.159, -3.162, 3.468], [-7.890, -1.837, 5.207], [-3.892, -3.826, 4.827], [-4.959, -3.396, 3.523], [-4.799, -2.348, 5.003], [-4.441, -5.429, 6.061], [-6.042, -6.913, 7.366], [-8.575, -6.293, 7.220]],
  "mulliken_charge": [-0.74, -0.30, -0.27, 0.29, -0.63, -0.60, 1.07, -1.38, -0.70, -0.43, 0.26, 0.24, 0.32, 0.55, 0.37, 0.37, 0.34, 0.34, 0.30, 0.32, 0.41, -1.49, 0.91, 0.15, 0.14, -0.09, 0.76, -1.17, -0.56, -0.49, -0.80, 0.43, 0.37, 0.37, 0.03, 0.03, 0.32, 0.38, 0.39, 0.39, 0.42, 0.37],
  "total_charge": 1,
  "max_force_ev_per_a": 1.90,
  "e_homo_ev": -10.90,
  "gap_ev": 6.951,
  "spin_multiplicity": 1,
  "lumo_energy_ev": -3.95
}

=====

What is the formula in the sixth record?
C16H23BNO